Entry 1:
ORCA calculation (the ωB97M-V functional and the def2-TZVPD basis) on a cluster of 2 separate species, C6H12O in total in a non-equilibrium geometry.

As for the net charge: 0. The calculation puts the HOMO energy at -9.91 eV.

Each line ends with the Mulliken charge.
Atoms and positions in Å:
C: -2.64667 -0.79708 0.42703  -1.244
C: -1.28085 -0.56071 -0.22310  -0.402
C: -0.44916 0.43941 0.53990  0.174
C: 0.14358 1.60947 -0.07759  -0.643
O: -1.00137 1.74800 0.71914  -0.477
H: -3.26041 -1.50046 -0.14531  0.357
H: -2.54500 -1.18667 1.44936  0.329
H: -3.18628 0.15369 0.46986  0.315
H: -0.66961 -1.46612 -0.26194  0.228
H: -1.37358 -0.22209 -1.26142  0.315
H: 0.08640 0.02830 1.39668  0.427
H: 1.06157 2.03667 0.31419  0.350
H: 0.02104 1.75724 -1.14224  0.270
C: 2.16543 -0.86910 -0.62104  -0.507
C: 2.73279 0.25329 -0.19707  -0.603
H: 1.74778 -0.98995 -1.61983  0.236
H: 1.98099 -1.74166 0.01360  0.262
H: 3.20939 0.30877 0.78352  0.255
H: 2.92808 1.13231 -0.82037  0.358



Entry 2:
ORCA calculation (the ωB97M-V functional and the def2-TZVPD basis) on the ion C7H13N4 with charge +1 in a non-equilibrium geometry.

As for the net charge: +1. The calculation puts the HOMO energy at -11.91 eV.

Each line ends with the Mulliken charge.
Atoms and positions in Å:
C: 0.04039 3.02729 2.13175  -0.355
N: 0.04009 2.19959 1.18566  -0.241
C: -1.07369 1.55797 0.76476  -0.453
C: -1.20557 0.22390 0.94861  -0.163
N: -0.39042 -0.71560 1.48253  -0.384
C: 0.16186 -1.62677 0.89220  0.537
C: 0.98592 -2.58980 1.57242  -1.391
N: 0.13000 -1.57913 -0.60387  -0.127
C: 0.13272 -0.39594 -1.23948  0.497
C: -0.57277 -0.25978 -2.63634  -1.169
N: 0.92586 0.54225 -0.78308  -0.251
H: 1.00380 3.45886 2.32201  0.289
H: -0.90771 3.43702 2.43812  0.276
H: -1.77355 2.09908 0.20305  0.493
H: -2.16563 -0.19027 0.61709  0.369
H: 1.52011 -2.30004 2.52277  0.322
H: 1.68164 -3.23688 0.99950  0.353
H: 0.27671 -3.34180 1.84519  0.345
H: -0.54920 -2.38087 -0.94417  0.340
H: 0.30156 -0.55910 -3.27785  0.345
H: -0.99060 0.71165 -2.82918  0.375
H: -1.27331 -1.10122 -2.64827  0.337
H: 0.97651 1.47456 -1.16001  0.266
H: 1.30492 0.38581 0.23193  0.392



Entry 3:
ORCA calculation (the ωB97M-V functional and the def2-TZVPD basis) on an isolated molecule of C5H13NOS in a non-equilibrium geometry.

As for the net charge: 0. As for the expectation value of S²: 2.012. As for the spin multiplicity: 3. The calculation puts the HOMO energy (alpha / beta) at -3.84 / -9.65 eV.

Each line ends with the Mulliken spin population.
Atoms and positions in Å:
C: -1.11100 0.86361 -1.10086  -0.027
C: -1.27231 -1.36950 0.28436  0.075
C: -1.56730 0.82369 1.42079  0.015
C: 2.89008 -0.49047 -1.19118  0.015
C: -1.05586 0.18220 0.23279  0.452
N: 1.51080 -0.68698 -0.69158  0.766
O: 1.47337 1.45154 0.99487  -0.003
S: 0.92180 0.18179 0.51389  0.398
H: -0.07264 1.17012 -1.37733  0.053
H: -1.50894 0.25565 -1.99116  0.010
H: -1.75750 1.74724 -0.93850  0.017
H: -1.17948 -1.78325 1.22233  0.002
H: -0.37396 -1.56528 -0.37105  -0.013
H: -2.14664 -1.61350 -0.20100  0.003
H: -1.62927 1.91682 1.23007  0.004
H: -2.72277 0.56191 1.55389  0.042
H: -1.02196 0.54363 2.32516  -0.002
H: 3.18854 0.36825 -1.74303  0.023
H: 3.10097 -1.35874 -1.67538  0.007
H: 3.45967 -0.59830 -0.23701  0.029
H: 0.87438 -0.60042 1.73995  0.132



Entry 4:
ORCA calculation (the ωB97M-V functional and the def2-TZVPD basis) on an isolated molecule of C3H4ClINP in a non-equilibrium geometry.

As for the net charge: 0. The calculation puts the HOMO energy at -9.22 eV.

Each line ends with the Mulliken charge.
Atoms and positions in Å:
H: -3.41447 -0.58426 0.48301  0.256
N: -2.42070 -0.55665 0.42782  -0.547
C: -1.77165 0.50112 0.27437  0.757
Cl: -2.48362 2.10871 0.16767  -0.201
C: -0.37978 0.44301 0.07685  -0.301
I: 0.85036 2.41158 0.69420  0.012
P: 0.21311 -1.04200 -0.43691  0.033
C: 2.01093 -0.91493 -0.49387  -0.888
H: 2.66400 -1.80698 -0.41695  0.343
H: 2.24389 -0.14351 -1.30114  0.301
H: 2.48792 -0.41609 0.52496  0.236



Which energy relative to the best compared isomer or geometry (same formula, charge and spin) belongs to each record? In order, 256.25; 343.11; 307.20; 70.32 kJ/mol.